No. 1
{"formula": "CHIO2S", "method": "wB97M-V/def2-TZVPD", "orbital_gap_ev": [7.69, 7.69], "total_energy_ha": -884.945425, "lumo_energy_ev": [-1.71, -1.71], "symbols": ["C", "O", "O", "S", "I", "H"], "coordinates": [[0.79221, 0.21135, 0.06828], [-1.32854, -0.60077, 1.36988], [-1.22914, -1.10562, -1.04911], [-0.81724, -0.30170, 0.06369], [1.55327, 1.01473, -1.65936], [1.02945, 0.78201, 1.20661]], "atomic_forces_ev_per_a": [[-1.021, 1.961, 3.444], [-0.347, 0.450, 0.061], [-0.314, 0.676, -0.404], [2.118, -1.350, 0.675], [0.247, -0.040, -0.039], [-0.682, -1.698, -3.736]]}

No. 2
{"formula": "C4H6O2", "method": "wB97M-V/def2-TZVPD", "orbital_gap_ev": 10.90, "total_energy_ha": -306.321013, "lumo_energy_ev": 0.94, "symbols": ["O", "C", "C", "C", "O", "C", "H", "H", "H", "H", "H", "H"], "coordinates": [[1.50627, -0.47119, -1.12321], [0.30648, -0.74191, -0.46309], [0.20076, -0.44337, 1.07114], [-0.94638, 0.54127, 0.76799], [-0.19318, 1.49664, -0.42432], [-0.81711, 0.27681, -0.69122], [1.66975, 0.47802, -1.01322], [0.02257, -1.76335, -0.71677], [-0.09736, -1.33333, 1.64088], [1.06838, 0.00659, 1.55560], [-0.97887, 1.73560, 0.67877], [-1.57687, 0.27423, -1.46418]], "atomic_forces_ev_per_a": [[0.057, 0.149, 0.100], [-0.336, -0.327, 0.076], [0.039, 0.244, 0.217], [0.915, 1.134, -0.668], [0.660, -0.387, -0.801], [0.011, -0.003, -0.755], [-0.029, -0.178, -0.045], [0.019, 0.031, 0.114], [-0.143, 0.347, -0.109], [0.017, -0.071, -0.102], [-1.209, -0.864, 2.004], [-0.001, -0.076, -0.031]]}

No. 3
{"formula": "CH11O4S", "method": "wB97M-V/def2-TZVPD", "orbital_gap_ev": 7.23, "total_energy_ha": -743.910638, "lumo_energy_ev": 3.73, "total_charge": -1, "symbols": ["C", "S", "H", "H", "H", "H", "H", "O", "H", "H", "O", "H", "H", "O", "H", "H", "O"], "coordinates": [[0.37128, -2.29851, 0.86687], [1.09606, -2.13720, -0.81327], [0.90187, -3.01066, 1.48919], [0.38278, -1.38043, 1.46742], [-0.65254, -2.62130, 0.71685], [-0.95146, 0.21594, -2.86704], [-0.34214, -0.42145, -1.62290], [-1.07818, 0.16041, -1.90971], [1.75387, -0.15878, -0.13927], [2.02338, 0.92549, 0.90532], [1.65851, 0.82288, 0.02050], [-1.19050, 1.65943, 1.16130], [-1.44549, 0.19797, 0.97683], [-1.79476, 0.95384, 1.47212], [-0.84331, 2.02837, -0.93643], [0.50040, 2.34181, -0.36747], [-0.38978, 2.72218, -0.42032]], "atomic_forces_ev_per_a": [[0.039, 0.237, -0.248], [0.265, 0.292, 0.286], [0.083, -0.442, -0.080], [-0.144, 0.147, -0.333], [-0.255, -0.093, 0.408], [-0.077, -0.006, 0.290], [0.115, -0.376, 0.262], [-0.004, 0.315, -0.398], [-0.410, 0.150, -0.561], [-0.026, 0.160, 0.025], [0.505, -0.224, 0.447], [-0.442, -0.116, 0.044], [-0.216, 0.008, 0.134], [0.625, 0.098, -0.214], [0.070, 0.126, 0.057], [0.028, -0.149, 0.065], [-0.156, -0.128, -0.186]]}

No. 4
{"formula": "C4H9N2O2", "method": "wB97M-V/def2-TZVPD", "orbital_gap_ev": 10.79, "total_energy_ha": -417.508457, "lumo_energy_ev": -3.64, "total_charge": 1, "symbols": ["N", "C", "C", "C", "O", "C", "N", "O", "H", "H", "H", "H", "H", "H", "H", "H", "H"], "coordinates": [[0.52036, -1.29720, 0.47227], [0.15184, 0.10900, 0.23189], [-1.35089, 0.39514, -0.00182], [-2.40257, -0.35980, 0.66699], [-2.26855, -1.43101, 1.08007], [1.06871, 0.48267, -0.94382], [2.18168, 1.26426, -0.58241], [1.02032, -0.17886, -2.00365], [-0.19867, -1.95612, 1.17035], [0.55499, -1.89201, -0.47492], [1.42941, -1.53249, 0.88479], [0.57901, 0.78961, 1.03031], [-1.51323, 1.56175, 0.01483], [-1.43701, 0.31606, -1.12414], [-3.34216, 0.20016, 0.84292], [2.72050, 1.66910, -1.43564], [2.28626, 1.85976, 0.17200]], "atomic_forces_ev_per_a": [[-2.103, -5.815, 0.573], [0.762, 2.099, 1.125], [1.758, 3.169, -3.105], [-1.417, 4.188, -0.370], [0.875, -4.895, 1.739], [2.112, -1.234, -1.629], [-0.256, -0.716, -5.183], [-0.291, 2.036, 2.485], [1.613, 2.784, -2.478], [-0.417, 1.866, 1.965], [0.180, 1.014, -0.050], [-0.892, -1.403, -0.104], [0.328, -2.177, 0.675], [-0.494, -0.580, 0.797], [-0.084, -0.085, -0.350], [-1.168, -1.370, 1.926], [-0.505, 1.120, 1.983]]}

No. 5
{"formula": "C33H38N8O2PdSSi", "method": "wB97M-V/def2-TZVPD", "orbital_gap_ev": 4.01, "total_energy_ha": -2684.389221, "lumo_energy_ev": 4.42, "total_charge": -2, "symbols": ["Pd", "N", "C", "C", "C", "C", "C", "C", "S", "O", "O", "N", "C", "N", "C", "C", "C", "N", "H", "H", "H", "H", "H", "H", "H", "H", "H", "C", "Si", "C", "N", "C", "C", "C", "C", "C", "C", "C", "C", "C", "C", "C", "C", "C", "C", "C", "C", "C", "H", "H", "H", "H", "H", "H", "H", "H", "H", "H", "H", "H", "H", "H", "H", "H", "H", "H", "H", "H", "H", "H", "H", "H", "N", "C", "C", "N", "C", "C", "N", "H", "H", "H", "H", "H"], "coordinates": [[-0.45260, 0.34686, 0.29493], [-4.26787, 5.73189, 4.70475], [-4.23614, 5.01145, 3.48541], [-5.33044, 5.03310, 2.62647], [-5.28681, 4.34703, 1.42119], [-4.15037, 3.64633, 1.05733], [-3.05238, 3.62439, 1.90608], [-3.09749, 4.30356, 3.11281], [-4.06474, 2.79773, -0.51537], [-3.22582, 3.63012, -1.35358], [-5.43234, 2.64038, -0.97394], [-3.27862, 1.45040, -0.23888], [-3.75701, 0.51910, 0.60774], [-4.88671, 0.71628, 1.33775], [-5.27241, -0.26118, 2.13668], [-4.60127, -1.46299, 2.26336], [-3.44313, -1.57096, 1.49565], [-3.01540, -0.62420, 0.69397], [-5.19713, 5.77981, 5.09585], [-3.63373, 5.34607, 5.38904], [-6.22234, 5.58554, 2.90642], [-6.14354, 4.32771, 0.76052], [-2.16309, 3.06376, 1.63511], [-2.23595, 4.27805, 3.77211], [-6.17537, -0.06987, 2.71577], [-4.93421, -2.25271, 2.92204], [-2.82692, -2.46556, 1.54117], [1.66648, 0.06320, 0.17498], [2.41188, -1.28209, -0.74993], [1.78072, -3.06474, -0.39588], [0.38658, -3.07699, -0.01535], [-0.57554, -2.71350, -1.04416], [-1.46976, -3.89360, -1.46363], [-0.71628, -5.20984, -1.29944], [-0.36493, -5.45534, 0.17320], [-0.07183, -4.10548, 0.87122], [2.19153, -0.95828, -2.61731], [2.80780, -1.72443, -3.60956], [2.57669, -1.49541, -4.96016], [1.71373, -0.48026, -5.34875], [1.08670, 0.29257, -4.38009], [1.32016, 0.05263, -3.03214], [4.32144, -1.51492, -0.55305], [4.84536, -2.14277, 0.58230], [6.21061, -2.22884, 0.81729], [7.10844, -1.67805, -0.08739], [6.61989, -1.04047, -1.21901], [5.25031, -0.96403, -1.44126], [2.00961, 1.03052, -0.21248], [1.81291, 0.01851, 1.26503], [2.36555, -3.47999, 0.43223], [2.00809, -3.70917, -1.27266], [-0.02255, -2.36444, -1.91949], [-1.14927, -1.82988, -0.72373], [-1.77173, -3.76285, -2.50586], [-2.39566, -3.90978, -0.87724], [0.20237, -5.15617, -1.89275], [-1.29656, -6.04943, -1.69603], [0.48806, -6.13612, 0.25258], [-1.20580, -5.94785, 0.67641], [0.66093, -4.23284, 1.67289], [-0.98772, -3.74698, 1.35332], [3.48857, -2.52139, -3.32188], [3.06681, -2.10978, -5.70867], [1.52310, -0.29844, -6.40106], [0.39873, 1.07833, -4.67079], [0.79371, 0.62563, -2.27194], [4.16805, -2.56625, 1.31747], [6.57581, -2.72300, 1.71147], [8.17635, -1.73979, 0.09100], [7.30677, -0.59723, -1.93218], [4.89209, -0.45408, -2.32882], [3.73149, 3.38785, 1.43109], [2.41010, 3.40664, 0.95053], [1.37278, 2.85104, 1.71341], [0.14050, 2.74941, 1.24810], [-0.09204, 3.30604, 0.04234], [0.91502, 3.93495, -0.65054], [2.18800, 3.97664, -0.21844], [3.95052, 2.49345, 1.85125], [4.36608, 3.56285, 0.66309], [1.58293, 2.41432, 2.68522], [-1.09737, 3.24240, -0.35032], [0.70762, 4.40539, -1.60479]], "atomic_forces_ev_per_a": [[-0.183, -0.272, -0.181], [-0.001, -0.001, 0.008], [-0.010, -0.004, -0.006], [0.003, 0.002, -0.003], [-0.025, -0.049, -0.028], [0.001, 0.007, -0.003], [0.032, -0.016, -0.043], [0.012, -0.004, -0.012], [-0.126, -0.033, 0.075], [0.083, -0.029, 0.042], [0.016, -0.024, 0.070], [-0.039, -0.091, 0.100], [-0.111, 0.040, -0.087], [0.058, 0.077, -0.071], [-0.055, 0.035, 0.028], [0.096, -0.069, -0.042], [-0.011, 0.004, 0.074], [0.196, 0.415, -0.142], [-0.012, 0.002, -0.003], [0.014, 0.000, -0.006], [0.001, -0.007, 0.012], [-0.002, 0.007, -0.017], [-0.061, -0.002, 0.084], [0.000, -0.003, 0.003], [0.002, 0.005, -0.010], [-0.007, 0.003, 0.000], [0.031, -0.014, -0.001], [0.036, 0.063, 0.356], [-0.097, 0.003, -0.167], [0.029, 0.134, -0.010], [0.011, -0.078, 0.134], [-0.051, 0.286, -0.167], [-0.026, 0.039, -0.044], [0.000, -0.074, -0.018], [-0.052, -0.016, 0.013], [0.033, -0.068, -0.040], [-0.032, -0.066, 0.049], [0.041, -0.044, 0.045], [0.033, -0.026, -0.015], [-0.030, 0.037, -0.017], [-0.021, 0.023, -0.030], [-0.013, 0.018, 0.003], [-0.048, 0.007, -0.033], [0.003, -0.018, 0.019], [0.019, -0.008, 0.021], [0.045, 0.001, 0.003], [-0.012, 0.009, -0.014], [0.013, 0.023, -0.011], [0.147, -0.008, -0.001], [0.158, -0.039, -0.041], [-0.007, 0.042, 0.026], [0.037, -0.018, 0.024], [0.070, -0.103, -0.014], [-0.107, -0.232, 0.023], [-0.050, 0.036, 0.026], [0.041, -0.044, 0.069], [0.004, 0.013, 0.026], [0.013, 0.004, -0.005], [0.026, 0.030, -0.028], [0.014, -0.011, 0.011], [-0.018, -0.025, 0.000], [-0.051, 0.005, -0.001], [0.000, -0.002, 0.002], [-0.003, 0.002, 0.008], [0.004, 0.001, 0.003], [0.004, -0.004, -0.006], [-0.007, 0.006, -0.001], [-0.008, 0.004, -0.003], [0.003, 0.000, -0.001], [-0.005, -0.003, 0.000], [0.007, -0.002, 0.004], [-0.004, 0.000, -0.010], [0.009, -0.033, -0.001], [-0.059, -0.074, 0.079], [0.073, -0.054, -0.108], [-0.051, 0.215, 0.097], [0.042, -0.004, 0.073], [0.036, 0.022, -0.051], [-0.049, 0.000, -0.031], [-0.003, 0.015, -0.002], [-0.008, 0.017, 0.003], [-0.013, 0.015, -0.001], [-0.034, 0.006, -0.091], [0.009, -0.004, 0.001]]}